The molecule C4H4N2O2 in a non-equilibrium geometry. Source: the OMol25 dataset; level of theory: ωB97M-V with the def2-TZVPD basis set.

Summary:
Energy ... -414.76214 hartree
ΔE to the lowest compared entry with this formula, charge and spin ... 220.7 kJ/mol
Structure (SMILES) ... O=c1cc(O)[nH]cn1
Kohn-Sham gap ... 9.38 eV

Last column: natural (NBO) charge in e.
Cartesian coordinates (Å):
C (0.9216, 0.8307, -0.3775)  -0.4718
C (-1.4023, -0.8096, -0.4728)  0.2929
N (-0.4112, -1.0353, 0.4427)  -0.6198
N (-1.4640, 0.1332, -1.3171)  -0.4851
C (0.7212, -0.2633, 0.4182)  0.5140
H (-2.2161, -1.5998, -0.2123)  0.1745
H (1.8514, 1.3881, -0.5019)  0.2524
C (-0.3580, 1.1560, -1.1590)  0.6338
H (2.0492, 0.2274, 1.8959)  0.5039
O (-0.5013, 2.1959, -1.6931)  -0.5454
O (1.4562, -0.6653, 1.5431)  -0.6940
H (-0.6468, -1.5580, 1.4338)  0.4448